ORCA calculation (ωB97M-V/def2-TZVPD) on one molecule with the formula C16H20N2O4S at a distorted geometry.

```
! wB97M-V def2-TZVPD RIJCOSX def2/J DEFGRID3
* xyz 0 1
C 6.06242 -2.10067 -0.09209
C 4.94454 -1.10296 -0.04914
C 5.05691 0.03591 0.74291
C 4.03644 0.96842 0.80138
C 4.15902 2.20123 1.64464
C 2.87857 0.76765 0.05431
C 2.75548 -0.36348 -0.73462
O 1.66129 -0.66897 -1.51177
C 0.57314 0.21805 -1.53260
C -0.18372 0.23866 -0.24785
N -0.32404 1.22584 0.57538
N -1.11942 0.80870 1.57748
C -1.41966 -0.42364 1.31639
S -2.43871 -1.48368 2.23196
C -3.29146 -2.26927 0.81154
C -3.80073 -1.15777 -0.09396
O -3.36245 -0.96071 -1.19655
O -4.72769 -0.45377 0.53009
C -5.26221 0.75063 -0.06339
C -6.03829 0.44095 -1.33763
C -4.16549 1.78529 -0.28776
O -0.85093 -0.85620 0.17076
C 3.78990 -1.29601 -0.78394
H 5.83788 -2.90801 -0.78381
H 6.22717 -2.52556 0.89742
H 6.98784 -1.61921 -0.40484
H 5.95582 0.18934 1.32269
H 3.22200 2.40846 2.15702
H 4.39279 3.06097 1.01635
H 4.95051 2.09222 2.38166
H 2.08779 1.49813 0.11926
H -0.08810 -0.16228 -2.31816
H 0.88149 1.24353 -1.76861
H -2.60134 -2.91883 0.27554
H -4.11318 -2.83466 1.24522
H -5.94809 1.10235 0.71547
H -6.53605 1.34242 -1.68305
H -5.36513 0.08920 -2.11494
H -6.78801 -0.32355 -1.14588
H -4.61712 2.73783 -0.54883
H -3.50885 1.47654 -1.09771
H -3.57400 1.91432 0.61699
H 3.66366 -2.16740 -1.40730
*
```

Summary:
Energy relative to the best compared isomer or geometry (same formula, charge and spin) in eV: 1.906
Structure (SMILES): Cc1cc(C)cc(OCc2nnc(SCC(=O)OC(C)C)o2)c1

Results of the Löwdin charge analysis, in e, for atoms 1 through 6: atom 1 (C): -0.0501, atom 2 (C): -0.2722, atom 3 (C): -0.0225, atom 4 (C): -0.2649, atom 5 (C): -0.0463, atom 6 (C): 0.0148

ORCA calculation (ωB97M-V/def2-TZVPD) on a 10-piece molecular cluster, C25H55B3Br20N2O3 overall at a distorted geometry.

```
! wB97M-V def2-TZVPD RIJCOSX def2/J DEFGRID3
* xyz 0 1
C -0.05466 1.63969 -0.11199
C 0.91415 1.85253 -1.27704
C 2.34509 2.18114 -0.86344
N 3.24117 0.99354 -0.97534
B 3.43615 0.31623 0.29601
O 3.07235 -1.01671 0.45748
B 2.90337 -1.33646 1.78342
O 2.35823 -0.32286 2.56874
B 3.10807 0.84127 2.51069
C 3.01603 2.00093 3.56873
N 1.70006 2.21590 4.16064
C 0.74395 2.87313 3.27516
O 3.99248 0.91750 1.43050
H -0.92950 1.09333 -0.46105
H -0.44036 2.58635 0.27365
H 0.40343 1.11035 0.72609
H 0.91469 0.94490 -1.88135
H 0.52436 2.64536 -1.91647
H 2.40333 2.65658 0.12239
H 2.73330 2.92041 -1.56658
H 4.15222 1.36778 -1.22332
H 3.17184 -2.37612 2.26216
H 3.76148 1.83652 4.35469
H 3.31986 2.91845 3.05968
H 1.31855 1.37938 4.56524
H -0.13908 2.23496 3.17287
H 1.14288 3.00468 2.26815
H 0.36262 3.81488 3.67061
Br -0.44966 4.71928 -3.20733
C 0.67656 6.29829 -3.16824
C 1.95421 6.04731 -2.41286
Br 1.67352 6.03362 -0.48885
H 0.08157 7.09997 -2.74379
H 0.89074 6.52349 -4.21107
H 2.66663 6.84928 -2.59296
H 2.40665 5.09440 -2.66789
Br -1.05399 5.83809 4.70476
C -0.57444 6.62149 2.99239
C -1.78471 6.88491 2.13944
Br -2.46111 5.22344 1.39803
H 0.11391 5.92712 2.51948
H -0.05216 7.54542 3.23037
H -1.52465 7.50981 1.28788
H -2.59855 7.34430 2.69135
Br -4.01915 0.99280 2.68575
C -4.86709 -0.65304 2.09261
C -3.85479 -1.67770 1.65588
Br -3.11730 -1.29035 -0.10341
H -5.56618 -0.38241 1.30700
H -5.41721 -1.01633 2.95494
H -4.33101 -2.65126 1.55765
H -3.01103 -1.74995 2.33607
Br 4.49250 -6.22920 -1.25579
C 5.99194 -4.99726 -1.22103
C 6.24717 -4.49313 0.17991
Br 4.93776 -3.14960 0.69883
H 5.77205 -4.18518 -1.89584
H 6.84819 -5.56273 -1.57372
H 7.21412 -3.99505 0.21848
H 6.21397 -5.27427 0.93213
Br 4.40468 -3.87411 -6.98547
C 6.17093 -4.16023 -6.22663
C 6.30439 -5.52749 -5.60971
Br 5.40054 -5.65831 -3.87407
H 6.33402 -3.36266 -5.50890
H 6.86094 -4.04424 -7.05935
H 7.35120 -5.74193 -5.40349
H 5.89076 -6.31007 -6.23730
Br -4.81340 -6.30483 4.96467
C -4.09767 -4.53027 4.62917
C -5.09351 -3.45300 4.95801
Br -6.46333 -3.31015 3.58333
H -3.78449 -4.51008 3.59187
H -3.22308 -4.44867 5.27116
H -4.60045 -2.48166 4.97996
H -5.61021 -3.61505 5.89777
Br -7.02904 3.05803 1.25341
C -7.59830 3.25017 3.10003
C -7.28537 4.61461 3.64979
Br -5.39137 4.76320 4.04745
H -7.10443 2.46196 3.66008
H -8.67148 3.07269 3.09120
H -7.80176 4.76897 4.59463
H -7.53591 5.41869 2.96596
Br -3.35441 -6.72743 0.64646
C -2.18940 -5.21925 0.25027
C -0.93781 -5.23721 1.08387
Br -1.29810 -4.69199 2.91785
H -2.78562 -4.32595 0.40239
H -1.93745 -5.31030 -0.80386
H -0.21900 -4.51959 0.69499
H -0.47404 -6.21677 1.14074
Br -0.23012 5.93783 -8.01901
C 0.15683 7.81626 -8.32876
C 0.59066 8.50623 -7.06394
Br -0.91724 8.86751 -5.89037
H -0.73549 8.25705 -8.76012
H 0.95951 7.82930 -9.06241
H 1.02014 9.47999 -7.28768
H 1.30379 7.92020 -6.49359
Br 0.77474 -8.76330 -0.25832
C -0.95536 -9.64725 -0.15703
C -1.31046 -10.34036 -1.44372
Br -1.87663 -9.07610 -2.80832
H -1.67133 -8.88139 0.11740
H -0.86210 -10.36791 0.65226
H -2.15905 -11.00344 -1.29286
H -0.48020 -10.90086 -1.86030
*
```

Results of the Löwdin charge analysis, in e, for atoms 1 through 6: atom 1 (C): -0.0849, atom 2 (C): -0.2347, atom 3 (C): -0.2069, atom 4 (N): 0.1250, atom 5 (B): -0.6591, atom 6 (O): 0.1909

DFT total energy, record by record: -1430.33753 -52875.88981 Ha
HOMO energy, record by record: -0.3113 -0.2950 Eh
M, record by record: 336.4 2062.2 u